The ion C2H8N4S with charge +2 at a distorted geometry, computed with the ωB97M-V functional and the def2-TZVPD basis.

The geometry in ORCA input format:
```
! RIJCOSX wB97M-V def2-TZVPD def2/J DEFGRID3
* xyz 2 1
C -0.614 -0.481 0.307
C 1.629 0.282 0.454
N -1.735 -0.489 -0.426
N 0.338 0.401 -0.053
N -3.031 -1.046 0.006
N 0.160 1.445 -0.914
S 2.852 -0.875 -0.478
H -0.546 -1.126 1.198
H 1.699 -0.208 1.541
H 2.070 1.348 0.292
H -3.723 -1.204 -0.769
H -3.367 -1.210 0.994
H 0.896 2.246 -0.881
H -0.672 1.673 -1.355
H 4.043 -0.757 0.085
*
```

- Strongest force on any atom: 0.1202 Eh/bohr
- ΔE to the lowest compared entry with this formula, charge and spin: 702.9 kJ/mol



The ion C2H8N5 with charge +1 at a distorted geometry, computed with the ωB97M-V functional and the def2-TZVPD basis.

The geometry in ORCA input format:
```
! RIJCOSX wB97M-V def2-TZVPD def2/J DEFGRID3
* xyz 1 1
N -2.177 0.472 -0.491
N -0.979 0.020 0.027
N -0.014 0.948 0.393
C 1.328 0.394 0.195
C 1.111 -1.006 -0.400
N -0.329 -1.127 -0.432
N -0.960 -1.115 0.899
H -2.230 0.626 -1.499
H -2.551 1.378 0.022
H -0.298 1.185 1.342
H 1.926 0.333 1.115
H 1.809 1.020 -0.646
H 1.522 -0.949 -1.316
H 1.556 -1.741 0.182
H -1.837 -1.713 1.018
*
```

- Structure (SMILES): N[N@+]12NCCN1N2
- Strongest force on any atom: 0.0793 Eh/bohr
- ΔE to the lowest compared entry with this formula, charge and spin: 642.9 kJ/mol



A structure of composition C2H8N6O2 at a distorted geometry, computed with the ωB97M-V functional and the def2-TZVPD basis.

The geometry in ORCA input format:
```
! RIJCOSX wB97M-V def2-TZVPD def2/J DEFGRID3
* xyz 2 1
C 1.540 1.301 0.027
C 0.012 -0.020 -0.061
N 0.102 1.339 -0.032
N 1.431 -0.182 -0.053
N -4.904 0.663 -0.003
N 3.701 -1.102 -0.038
N -3.692 0.489 0.189
N 2.353 -1.284 -0.123
O 2.496 1.969 0.083
O -0.872 -0.812 0.009
H -5.628 -0.007 0.328
H -5.120 1.679 -0.149
H 4.193 -0.819 -0.907
H 4.175 -0.905 0.758
H -3.490 -0.488 0.431
H -0.515 2.136 0.049
H 2.205 -1.770 -0.958
H 2.013 -2.186 0.452
*
```

- Strongest force on any atom: 0.0809 Eh/bohr
- ΔE to the lowest compared entry with this formula, charge and spin: 0.0 kJ/mol



A cluster of 2 separate species, C2H8NO in total at a distorted geometry, computed with the ωB97M-V functional and the def2-TZVPD basis.

The geometry in ORCA input format:
```
! RIJCOSX wB97M-V def2-TZVPD def2/J DEFGRID3
* xyz -1 1
O -2.378 0.429 0.923
H -3.278 0.010 0.820
C 0.666 -1.020 -1.233
C 1.132 -0.368 0.058
N 0.851 1.059 0.188
H 0.494 -0.325 -2.025
H -0.171 -1.705 -1.133
H 1.647 -1.487 -1.681
H 2.161 -0.453 0.299
H 0.650 -0.895 0.917
H 0.992 1.367 1.148
H -0.219 0.969 0.003
*
```

- Strongest force on any atom: 0.0658 Eh/bohr
- ΔE to the lowest compared entry with this formula, charge and spin: 106.0 kJ/mol



A cluster of 2 separate species, C2H8NO in total at a distorted geometry, computed with the ωB97M-V functional and the def2-TZVPD basis.

The geometry in ORCA input format:
```
! RIJCOSX wB97M-V def2-TZVPD def2/J DEFGRID3
* xyz -1 1
O -0.159 2.811 1.760
H -0.823 3.144 2.348
C 0.101 -1.747 -0.689
C -0.454 -0.331 -0.396
N 0.673 0.535 0.027
H -0.599 -2.524 -0.907
H 0.979 -1.927 -0.045
H 0.783 -1.700 -1.563
H -1.054 -0.414 0.478
H -0.876 0.026 -1.333
H 0.548 0.947 0.954
H 0.879 1.180 -0.634
*
```

- Strongest force on any atom: 0.0748 Eh/bohr
- ΔE to the lowest compared entry with this formula, charge and spin: 101.1 kJ/mol



A cluster of 2 separate species, C2H8NO in total, computed with the ωB97M-V functional and the def2-TZVPD basis.

The geometry in ORCA input format:
```
! RIJCOSX wB97M-V def2-TZVPD def2/J DEFGRID3
* xyz -1 1
O -2.254 0.206 -1.291
H -2.109 0.541 -2.170
C 0.938 1.014 0.207
N 0.716 -0.322 -0.311
C 0.052 -1.153 0.695
H 1.795 0.982 0.894
H 0.077 1.375 0.794
H 1.114 1.744 -0.580
H 0.014 -0.241 -1.058
H 0.490 -0.979 1.681
H -1.025 -0.964 0.712
H 0.192 -2.203 0.427
*
```

- Strongest force on any atom: 0.0150 Eh/bohr
- ΔE to the lowest compared entry with this formula, charge and spin: 63.5 kJ/mol



A cluster of 2 separate species, C2H8NO in total at a distorted geometry, computed with the ωB97M-V functional and the def2-TZVPD basis.

The geometry in ORCA input format:
```
! RIJCOSX wB97M-V def2-TZVPD def2/J DEFGRID3
* xyz -2 2
O -2.340 -0.771 -1.949
H -1.942 -1.469 -2.516
C 1.466 -0.549 0.413
N 0.109 -0.063 -0.183
C -0.394 1.018 0.635
H 1.932 -1.426 -0.012
H 2.110 0.354 0.442
H 1.309 -0.576 1.536
H -0.611 -0.425 -0.839
H -0.821 0.746 1.620
H -1.158 1.396 0.028
H 0.339 1.765 0.826
*
```

- Strongest force on any atom: 0.0681 Eh/bohr
- ΔE to the lowest compared entry with this formula, charge and spin: 121.5 kJ/mol



A cluster of 2 separate species, C2H8NO in total at a distorted geometry, computed with the ωB97M-V functional and the def2-TZVPD basis.

The geometry in ORCA input format:
```
! RIJCOSX wB97M-V def2-TZVPD def2/J DEFGRID3
* xyz 1 1
C -0.047 -1.514 0.617
C -1.328 -0.067 -0.819
N -0.232 -0.273 -0.185
H 0.473 -1.223 1.528
H -1.008 -1.826 1.029
H 0.431 -2.249 -0.015
H -2.016 -0.902 -0.772
H -1.401 0.889 -1.323
H 0.320 0.587 0.058
H 1.734 1.846 -0.700
H 1.843 2.695 0.487
O 1.232 2.037 0.095
*
```

- Strongest force on any atom: 0.0361 Eh/bohr
- ΔE to the lowest compared entry with this formula, charge and spin: 101.2 kJ/mol



A cluster of 2 separate species, C2H8NO in total, computed with the ωB97M-V functional and the def2-TZVPD basis.

The geometry in ORCA input format:
```
! RIJCOSX wB97M-V def2-TZVPD def2/J DEFGRID3
* xyz 1 1
O -1.693 -0.054 -1.620
H -0.515 0.118 -0.414
H -2.414 -0.656 -1.403
H -1.586 -0.029 -2.576
C 1.282 -0.759 0.365
C 0.053 1.145 1.179
N 0.175 0.179 0.368
H 1.843 -0.676 -0.554
H 1.961 -0.550 1.190
H 0.902 -1.769 0.463
H -0.815 1.781 1.072
H 0.808 1.269 1.930
*
```

- Strongest force on any atom: 0.0122 Eh/bohr
- ΔE to the lowest compared entry with this formula, charge and spin: 51.7 kJ/mol



A cluster of 2 separate species, C2H8NO in total at a distorted geometry, computed with the ωB97M-V functional and the def2-TZVPD basis.

The geometry in ORCA input format:
```
! RIJCOSX wB97M-V def2-TZVPD def2/J DEFGRID3
* xyz 1 1
O 0.076 2.980 -1.018
H -0.850 -0.239 1.102
H 0.762 3.544 -1.396
H -0.674 3.573 -0.896
C -0.640 -2.297 0.479
C 0.852 -0.360 0.180
N -0.201 -0.885 0.659
H -1.408 -2.304 -0.291
H -1.040 -2.622 1.428
H 0.245 -2.842 0.178
H 1.035 0.656 0.493
H 1.506 -0.958 -0.447
*
```

- Strongest force on any atom: 0.0214 Eh/bohr
- ΔE to the lowest compared entry with this formula, charge and spin: 96.4 kJ/mol



A cluster of 2 separate species, C2H8NO in total at a distorted geometry, computed with the ωB97M-V functional and the def2-TZVPD basis.

The geometry in ORCA input format:
```
! RIJCOSX wB97M-V def2-TZVPD def2/J DEFGRID3
* xyz 1 1
C 1.002 -0.383 -0.331
C 2.035 0.305 -0.746
N -0.392 0.050 -0.617
H 1.069 -1.299 0.235
H 3.050 0.003 -0.522
H 2.002 1.210 -1.341
H -0.829 0.268 0.323
H -0.326 0.765 -1.337
H -0.878 -0.758 -1.002
H -2.791 0.475 1.595
H -1.937 -0.570 2.280
O -2.005 -0.065 1.464
*
```

- Strongest force on any atom: 0.0341 Eh/bohr
- ΔE to the lowest compared entry with this formula, charge and spin: 75.4 kJ/mol



A cluster of 2 separate species, C2H8NO in total at a distorted geometry, computed with the ωB97M-V functional and the def2-TZVPD basis.

The geometry in ORCA input format:
```
! RIJCOSX wB97M-V def2-TZVPD def2/J DEFGRID3
* xyz 1 1
N -1.033 -0.624 1.500
H -1.831 -1.244 1.248
H -0.478 -0.548 0.603
H -1.259 0.286 1.906
H -0.452 -1.032 2.251
C 0.788 1.409 -0.773
C 1.021 0.154 -1.068
O -0.108 -0.719 -1.155
H 1.574 2.133 -0.661
H -0.218 1.752 -0.621
H 1.941 -0.414 -1.227
H 0.055 -1.153 -2.004
*
```

- Strongest force on any atom: 0.0258 Eh/bohr
- ΔE to the lowest compared entry with this formula, charge and spin: 113.1 kJ/mol



A cluster of 2 separate species, C2H8NO in total at a distorted geometry, computed with the ωB97M-V functional and the def2-TZVPD basis.

The geometry in ORCA input format:
```
! RIJCOSX wB97M-V def2-TZVPD def2/J DEFGRID3
* xyz 2 2
N -0.440 -0.749 1.799
H -1.109 -0.149 2.299
H 0.106 -0.213 1.142
H 0.218 -1.175 2.460
H -0.995 -1.531 1.426
C -0.236 1.474 -1.328
C 0.682 0.434 -1.297
O 0.589 -0.779 -0.828
H 0.051 2.427 -1.763
H -1.263 1.305 -1.002
H 1.655 0.631 -1.718
H 0.742 -1.676 -1.190
*
```

- Strongest force on any atom: 0.0699 Eh/bohr
- ΔE to the lowest compared entry with this formula, charge and spin: 60.2 kJ/mol



A cluster of 2 separate species, C2H8NO2 in total at a distorted geometry, computed with the ωB97M-V functional and the def2-TZVPD basis.

The geometry in ORCA input format:
```
! RIJCOSX wB97M-V def2-TZVPD def2/J DEFGRID3
* xyz -1 1
C 1.211 -0.018 -0.577
N 0.136 0.449 0.221
C -0.273 -0.483 1.461
O 0.623 -0.580 2.422
H 1.863 0.851 -0.820
H 1.035 -0.550 -1.542
H 1.848 -0.812 0.017
H 0.402 1.385 0.563
H -0.474 -1.416 1.047
H -1.304 -0.099 1.970
H -1.139 0.690 -1.076
H -2.196 -0.118 -1.827
O -1.732 0.700 -1.859
*
```

- Strongest force on any atom: 0.0681 Eh/bohr
- ΔE to the lowest compared entry with this formula, charge and spin: 112.6 kJ/mol



A cluster of 2 separate species, C2H8NO2 in total at a distorted geometry, computed with the ωB97M-V functional and the def2-TZVPD basis.

The geometry in ORCA input format:
```
! RIJCOSX wB97M-V def2-TZVPD def2/J DEFGRID3
* xyz 1 1
C 0.615 1.178 -1.550
N -0.639 0.469 -1.980
H 0.791 1.857 -2.379
H 0.475 1.736 -0.634
H 1.461 0.498 -1.498
H -0.881 -0.295 -1.296
H -0.471 -0.082 -2.818
H -1.404 1.119 -2.137
O -0.574 -0.453 0.465
C -0.125 -1.011 1.452
O 0.784 -0.481 2.228
H -0.308 -2.089 1.523
H 0.627 -0.046 3.073
*
```

- Strongest force on any atom: 0.0422 Eh/bohr
- ΔE to the lowest compared entry with this formula, charge and spin: 108.8 kJ/mol



An isolated molecule of C2H8NO2PS at a distorted geometry, computed with the ωB97M-V functional and the def2-TZVPD basis.

The geometry in ORCA input format:
```
! RIJCOSX wB97M-V def2-TZVPD def2/J DEFGRID3
* xyz 0 1
C 1.018 1.640 -0.742
O 1.558 0.423 -0.183
P 0.834 -1.122 -0.622
O 0.983 -1.897 0.749
N -0.857 -0.512 -0.703
C -1.936 -0.728 0.320
S -3.609 -0.090 -0.091
H 0.698 2.362 0.098
H 0.014 1.373 -1.083
H 1.554 1.760 -1.682
H 0.637 -1.331 1.376
H -1.340 -0.831 -1.509
H -2.110 -1.844 0.349
H -1.588 -0.161 1.203
H -3.065 1.191 -0.353
*
```

- Structure (SMILES): COP(O)NCS
- Strongest force on any atom: 0.0715 Eh/bohr
- ΔE to the lowest compared entry with this formula, charge and spin: 363.9 kJ/mol



A structure of composition C2H8NO2PS at a distorted geometry, computed with the ωB97M-V functional and the def2-TZVPD basis.

The geometry in ORCA input format:
```
! RIJCOSX wB97M-V def2-TZVPD def2/J DEFGRID3
* xyz 0 3
C 0.814 -1.727 -1.253
C 0.287 2.274 0.695
N 0.013 -0.522 -1.092
O -2.099 -0.652 0.372
O -0.808 1.408 0.427
P -0.572 -0.177 0.434
S 0.846 -1.066 2.580
H 0.211 -2.634 -1.339
H 1.442 -1.626 -2.138
H 1.449 -1.820 -0.372
H 0.816 1.951 1.593
H -0.133 3.269 0.845
H 0.982 2.285 -0.146
H -0.686 -0.395 -1.817
H -2.561 -0.568 1.210
*
```

- Strongest force on any atom: 0.0230 Eh/bohr
- ΔE to the lowest compared entry with this formula, charge and spin: 0.0 kJ/mol



A cluster of 2 separate species, C2H8NO3 in total at a distorted geometry, computed with the ωB97M-V functional and the def2-TZVPD basis.

The geometry in ORCA input format:
```
! RIJCOSX wB97M-V def2-TZVPD def2/J DEFGRID3
* xyz 1 1
C 0.197 0.259 0.862
C -1.110 -0.385 -0.738
N 1.425 0.817 0.099
O 0.336 -0.994 1.484
O -1.083 -1.713 -0.743
O -0.453 0.209 -1.755
H -0.335 1.041 1.438
H -2.092 0.116 -0.382
H 2.123 0.088 0.260
H 0.977 0.543 -0.934
H 1.657 1.824 0.206
H 0.395 -1.038 2.523
H -1.723 -2.161 -0.006
H -0.011 -0.481 -2.160
*
```

- Strongest force on any atom: 0.0998 Eh/bohr
- ΔE to the lowest compared entry with this formula, charge and spin: 392.5 kJ/mol



A cluster of 2 separate species, C2H8NOP in total at a distorted geometry, computed with the ωB97M-V functional and the def2-TZVPD basis.

The geometry in ORCA input format:
```
! RIJCOSX wB97M-V def2-TZVPD def2/J DEFGRID3
* xyz 0 1
C -2.218 -0.948 -0.218
C 2.456 0.692 -0.426
N -1.668 0.350 -0.075
O 1.370 -1.863 -0.242
P 1.229 -0.499 0.267
H -2.537 -1.306 0.759
H -3.080 -0.942 -0.898
H -1.512 -1.681 -0.646
H 2.155 1.714 -0.216
H 3.420 0.491 0.049
H 2.545 0.545 -1.503
H -1.439 0.728 -0.997
H 1.416 -0.422 1.670
*
```

- Strongest force on any atom: 0.0361 Eh/bohr
- ΔE to the lowest compared entry with this formula, charge and spin: 371.1 kJ/mol